Model i:
{
  "formula": "C2H4N2O2S",
  "method": "ωB97M-V/def2-TZVPD",
  "gap_ev": 9.9,
  "species": ["S", "O", "O", "N", "N", "C", "C", "H", "H", "H", "H"],
  "positions_angstrom": [[-0.578, -0.887, -2.433], [-1.757, -1.425, -1.790], [-0.730, 0.434, -3.001], [0.334, -0.157, -0.523], [0.475, -0.212, 2.069], [0.822, 0.385, 0.852], [-0.147, 0.916, -0.085], [1.835, 0.769, 0.831], [1.101, -0.957, 2.347], [-0.864, 1.654, -0.371], [-0.490, -0.521, 2.105]]
}

Model ii:
{
  "formula": "C2H4N2O2S",
  "method": "ωB97M-V/def2-TZVPD",
  "smiles": "ONC1=NOCS1",
  "gap_ev": 8.9,
  "species": ["S", "O", "O", "N", "N", "C", "C", "H", "H", "H", "H"],
  "positions_angstrom": [[-0.907, 0.897, 0.465], [-1.360, -0.484, -2.227], [1.593, 0.497, 1.159], [-0.219, -0.806, -1.524], [1.412, -0.197, -0.031], [0.169, -0.125, -0.418], [0.370, 0.735, 1.802], [0.318, 1.643, 2.370], [0.505, -0.985, -2.194], [0.175, -0.118, 2.441], [-2.056, -1.057, -1.843]]
}

Quick one: most stable of them? model i

Model i:
{
  "formula": "C5H13N2O",
  "method": "ωB97M-V/def2-TZVPD",
  "total_charge": 2,
  "gap_ev": [8.9, 4.3],
  "s_squared": 0.758,
  "spin_multiplicity": 2,
  "species": ["O", "N", "N", "C", "C", "C", "C", "C", "H", "H", "H", "H", "H", "H", "H", "H", "H", "H", "H", "H", "H"],
  "positions_angstrom": [[2.264, -1.891, 0.342], [-1.242, 0.370, 0.520], [0.168, -2.001, -0.587], [-0.850, 2.176, 2.069], [0.576, -1.579, -1.955], [0.407, 2.081, -0.140], [-0.541, 1.640, 0.901], [1.164, -2.395, 0.286], [-0.457, 3.135, 2.389], [1.296, 1.459, -0.284], [-0.567, -2.711, -0.590], [0.841, -3.203, 0.983], [-1.860, 0.149, 1.304], [-0.532, -0.375, 0.313], [1.165, -0.661, -1.876], [0.781, 3.093, 0.021], [1.166, -2.349, -2.457], [-1.792, 0.551, -0.326], [-0.333, -1.354, -2.509], [-1.591, 1.741, 2.729], [-0.064, 2.124, -1.134]]
}

Model ii:
{
  "formula": "C5H13N2O",
  "method": "ωB97M-V/def2-TZVPD",
  "total_charge": 2,
  "gap_ev": [7.6, 7.4],
  "s_squared": 1.727,
  "spin_multiplicity": 2,
  "species": ["O", "N", "N", "C", "C", "C", "C", "C", "H", "H", "H", "H", "H", "H", "H", "H", "H", "H", "H", "H", "H"],
  "positions_angstrom": [[-1.210, 0.905, 0.176], [-1.610, -2.497, -0.004], [0.576, 0.018, -0.993], [1.056, 1.264, 2.490], [-0.306, 0.083, -2.189], [0.082, 0.997, 0.062], [0.790, -1.327, -0.478], [1.046, 1.451, 1.020], [0.027, -0.578, -2.986], [1.108, -1.189, 0.567], [1.786, 1.983, 2.883], [-0.697, -0.078, 0.612], [0.094, 1.613, 2.904], [-0.406, 1.130, -2.486], [-0.267, -2.006, -0.463], [1.955, 1.795, 0.532], [-1.332, -0.201, -1.922], [-1.851, -3.115, 0.782], [1.453, -1.889, -1.143], [1.232, 0.286, 2.950], [-2.487, -2.345, -0.516]]
}

Quick one: most stable of them? model i

Model i:
{
  "formula": "C5H14N3O",
  "method": "ωB97M-V/def2-TZVPD",
  "total_charge": 1,
  "gap_ev": 9.9,
  "species": ["O", "N", "N", "N", "C", "C", "C", "C", "C", "H", "H", "H", "H", "H", "H", "H", "H", "H", "H", "H", "H", "H", "H"],
  "positions_angstrom": [[-4.845, -0.066, 0.062], [-2.865, 0.466, 1.009], [-3.917, -0.154, 0.866], [1.591, 0.141, 0.016], [2.142, -0.607, 1.175], [2.303, 1.285, -0.475], [-0.018, 0.405, -1.695], [-0.334, -1.252, 0.147], [0.507, -0.203, -0.510], [0.673, 0.318, -2.458], [3.101, -0.189, 1.325], [-2.714, 1.200, 0.212], [3.312, 1.360, -0.057], [2.483, 0.889, -1.494], [2.239, -1.676, 0.811], [-1.314, -1.160, -0.371], [-0.494, -0.819, 1.119], [-0.267, 1.413, -1.624], [0.080, -2.254, 0.472], [-4.062, -0.715, 1.675], [1.776, 2.148, -0.165], [-0.870, -0.059, -2.053], [1.491, -0.473, 2.010]]
}

Model ii:
{
  "formula": "C5H14N3O",
  "method": "ωB97M-V/def2-TZVPD",
  "total_charge": 1,
  "gap_ev": [6.9, 6.8],
  "species": ["O", "N", "N", "N", "C", "C", "C", "C", "C", "H", "H", "H", "H", "H", "H", "H", "H", "H", "H", "H", "H", "H", "H"],
  "positions_angstrom": [[2.264, -1.126, -1.978], [2.318, -0.324, -1.147], [-0.827, -0.342, -0.860], [0.447, 0.343, 1.104], [-0.992, -1.787, -0.414], [0.197, 0.436, -0.353], [-1.265, -0.131, -2.235], [-0.688, 1.024, 1.956], [1.775, 0.858, 1.434], [-1.427, -2.183, -1.270], [-1.315, 0.949, -2.525], [-0.481, 2.144, 1.934], [0.325, 1.349, -0.914], [0.294, -0.644, 1.262], [-2.310, -0.402, -2.149], [-0.877, -0.635, -3.069], [1.566, 1.813, 1.803], [-1.685, 0.794, 1.493], [2.496, 1.006, 0.539], [0.063, -2.217, -0.095], [-0.714, 0.817, 3.039], [-1.621, -1.979, 0.403], [2.455, 0.238, 2.041]]
}

Quick one: most stable of them? model i